Computed, not measured: a structure of composition C38H54F5N7O5P2Sb2V at a distorted geometry, with ωB97M-V/def2-TZVPD.

```
114
C38H54F5N7O5P2Sb2V ωB97M-V/def2-TZVPD
V -0.600 -0.580 0.805
O -3.200 2.411 1.116
C -2.616 1.321 1.111
N -1.337 1.130 1.472
C -0.777 2.401 1.941
C 0.594 2.443 2.559
C 0.755 2.358 3.941
C 1.993 2.633 4.498
C 3.045 2.976 3.663
C 2.803 3.010 2.300
N 1.613 2.767 1.761
C -3.304 0.087 0.670
C -4.683 0.007 0.594
C -5.275 -1.208 0.301
C -4.440 -2.299 0.099
C -3.073 -2.124 0.135
N -2.485 -0.943 0.397
H -1.491 2.803 2.667
H -0.765 3.110 1.100
H -0.090 2.109 4.570
H 2.132 2.609 5.571
H 4.019 3.230 4.056
H 3.586 3.273 1.597
H -5.261 0.898 0.791
H -6.349 -1.314 0.241
H -4.846 -3.282 -0.093
H -2.413 -2.964 -0.032
C -3.803 2.890 -1.966
Sb -1.681 2.553 -1.546
C -1.272 4.688 -1.663
C -1.292 1.994 -3.664
C -0.472 3.019 -4.348
C -1.108 4.023 -5.081
C -0.394 5.030 -5.708
C 0.988 5.055 -5.601
C 1.634 4.058 -4.888
C 0.932 3.030 -4.258
C 1.684 1.968 -3.539
Sb 1.694 2.208 -1.323
C 3.755 1.497 -1.140
C 2.429 4.261 -1.483
H -4.260 3.295 -1.067
H -4.298 1.956 -2.231
H -3.891 3.605 -2.784
H -1.271 4.996 -2.707
H -0.309 4.923 -1.215
H -2.063 5.204 -1.123
H -2.279 1.900 -4.117
H -0.810 1.019 -3.622
H -2.188 4.001 -5.163
H -0.914 5.789 -6.276
H 1.559 5.840 -6.077
H 2.715 4.066 -4.825
H 2.731 1.983 -3.845
H 1.267 0.981 -3.747
H 4.316 1.829 -2.012
H 3.808 0.418 -1.055
H 4.194 1.941 -0.249
H 3.484 4.236 -1.750
H 2.308 4.790 -0.540
H 1.880 4.778 -2.266
C 1.580 -4.410 2.835
N 0.959 -3.096 2.974
C 1.373 -0.785 3.718
P -0.625 -2.957 2.328
O -1.091 -1.534 2.536
O -0.530 -3.480 0.932
P -0.336 -1.697 -1.399
O -0.072 -0.202 -1.220
N -1.238 -1.741 -2.890
C -2.561 -1.139 -2.854
C -1.201 -2.915 -3.743
N 1.055 -2.488 -1.931
C 2.271 -1.764 -2.247
C 1.274 -3.861 -1.501
N -1.632 -3.899 3.316
C -1.580 -5.340 3.119
C -2.996 -3.413 3.481
H 1.487 -5.024 3.736
H 2.639 -4.321 2.589
H 1.081 -4.897 1.999
H 1.960 -0.260 4.469
H 0.362 -0.390 3.701
H 2.451 0.450 2.358
H -2.566 -0.306 -2.150
H -3.342 -1.853 -2.567
H -2.808 -0.755 -3.847
H -0.195 -3.324 -3.749
H -1.462 -2.614 -4.761
H -1.912 -3.688 -3.430
H 2.052 -0.702 -2.300
H 2.649 -2.103 -3.217
H 3.049 -1.934 -1.501
H 0.335 -4.297 -1.167
H 1.984 -3.914 -0.669
H 1.672 -4.446 -2.335
H -0.593 -5.712 3.382
H -1.804 -5.637 2.086
H -2.307 -5.808 3.784
H -2.982 -2.331 3.583
H -3.411 -3.845 4.395
H -3.651 -3.679 2.639
F 4.871 -2.900 4.868
C 3.760 -2.547 4.207
C 3.967 -2.150 2.824
F 5.105 -2.647 2.292
C 3.158 -1.455 2.021
F 3.529 -1.379 0.731
C 1.985 -0.551 2.323
O 1.079 -0.537 1.281
C 1.278 -2.276 4.103
F 0.278 -2.380 5.079
C 2.568 -2.672 4.784
F 2.470 -3.081 6.048
```

Computed properties:
Spin multiplicity: 4
HOMO energy (spin up / spin down) in eV: -7.01 / -6.99
<S²>: 3.768
Total energy in a.u.: -4846.49929
LUMO level (spin up / spin down) in eV: -0.54 / -2.69
Frontier orbital gap (spin up / spin down) in eV: 6.47 / 4.31
Energy relative to the best compared isomer or geometry (same formula, charge and spin) in kcal/mol: 93.8